(1)
C2H3NO2 | the ωB97M-V functional and the def2-TZVPD basis

Values from the calculation:
Structure (SMILES) ... On1cco1
Highest occupied orbital energy ... -9.44 eV
Energy above the lowest of the compared OMol25 structures with the same formula, charge and spin ... 141.8 kcal per mole
Calculated total energy ... -7701.6956 eV
Charge ... 0
2S+1 ... 1
Frontier orbital gap ... 10.4 eV

```
8
Properties=species:S:1:pos:R:3:forces:R:3:lowdin_charge:R:1
O -1.914 0.419 0.261 -2.22 -1.85 -0.48 -0.074
N -0.928 -0.123 -0.535 3.72 1.36 -0.59 -0.122
C 0.673 0.313 -0.089 -3.28 -0.28 -0.56 0.052
C 0.840 -0.979 0.160 -0.63 -1.25 0.50 -0.144
O -0.465 -1.440 -0.072 0.90 -0.50 1.03 -0.109
H -2.808 0.002 -0.131 2.92 1.44 1.07 0.174
H 1.114 1.301 -0.134 -0.03 -0.43 -0.03 0.080
H 1.641 -1.725 0.519 -1.38 1.51 -0.93 0.142
```
Positions in Å, forces in eV/Å.

---

(2)
C2H3NO2 | the ωB97M-V functional and the def2-TZVPD basis

Values from the calculation:
Structure (SMILES) ... C=NOC=O
Highest occupied orbital energy ... -10.56 eV
Energy above the lowest of the compared OMol25 structures with the same formula, charge and spin ... 64.8 kcal per mole
Calculated total energy ... -7705.0332 eV
Charge ... 0
2S+1 ... 1
Frontier orbital gap ... 11.5 eV

```
8
Properties=species:S:1:pos:R:3:forces:R:3:lowdin_charge:R:1
C 1.714 -0.365 -0.100 1.19 -3.40 -0.01 -0.044
N 0.739 0.362 0.044 -4.46 1.53 -0.25 0.041
O -0.590 -0.393 -0.037 2.33 -0.09 0.08 -0.045
C -1.699 0.351 0.050 -0.62 1.53 0.99 -0.392
O -2.780 -0.136 0.172 -0.13 -0.95 -0.37 0.074
H 2.605 0.259 -0.105 0.35 -0.63 0.06 0.085
H 1.684 -1.537 -0.149 0.17 2.39 -0.14 0.138
H -1.672 1.459 0.126 1.18 -0.38 -0.36 0.143
```
Positions in Å, forces in eV/Å.

---

(3)
C2H3NO2 | the ωB97M-V functional and the def2-TZVPD basis

Values from the calculation:
Highest occupied orbital energy ... -9.59 eV
Energy above the lowest of the compared OMol25 structures with the same formula, charge and spin ... 180.8 kcal per mole
Calculated total energy ... -7700.0040 eV
Charge ... 0
2S+1 ... 1
Frontier orbital gap ... 8.5 eV

```
8
Properties=species:S:1:pos:R:3:forces:R:3:lowdin_charge:R:1
C 0.320 0.142 0.039 1.10 -1.95 -0.30 -0.052
C -1.129 -0.010 0.026 -2.05 1.02 -2.12 -0.048
N 1.275 0.919 -0.034 1.55 -0.77 0.12 0.059
O 1.904 -1.179 0.051 -3.03 1.85 0.02 -0.129
O 2.400 0.186 0.006 -0.26 1.20 -0.11 -0.152
H -1.718 0.401 -0.945 2.02 -0.88 1.67 0.144
H -1.435 -1.056 0.056 0.23 0.05 0.40 0.090
H -1.618 0.596 0.800 0.44 -0.53 0.33 0.087
```
Positions in Å, forces in eV/Å.

---

(4)
C2H3NO2 | the ωB97M-V functional and the def2-TZVPD basis

Values from the calculation:
Structure (SMILES) ... O=C/C=[NH+]\[O-]
Highest occupied orbital energy (alpha / beta) ... -9.95 / -9.95 eV
Energy above the lowest of the compared OMol25 structures with the same formula, charge and spin ... 85.5 kcal per mole
Calculated total energy ... -7704.1341 eV
Charge ... 0
2S+1 ... 1
Frontier orbital gap (alpha / beta) ... 8.7 / 8.7 eV

```
8
Properties=species:S:1:pos:R:3:forces:R:3:lowdin_charge:R:1
O 2.376 0.266 -0.039 -1.46 0.04 -0.15 0.050
C 1.172 0.470 0.067 1.56 2.23 0.96 -0.288
C 0.140 -0.451 -0.050 -1.26 -3.88 -1.24 -0.052
N -1.149 -0.175 0.051 -0.28 2.12 -1.61 -0.095
O -1.863 0.889 -0.070 1.99 -0.23 0.95 -0.048
H 0.709 1.412 0.413 0.80 0.63 -0.12 0.129
H 0.424 -1.517 -0.368 -0.85 1.49 1.04 0.166
H -1.810 -0.893 -0.004 -0.52 -2.41 0.18 0.138
```
Positions in Å, forces in eV/Å.

---

(5)
C2H3NO2 | the ωB97M-V functional and the def2-TZVPD basis

Values from the calculation:
Highest occupied orbital energy (alpha / beta) ... -10.64 / -10.14 eV
Energy above the lowest of the compared OMol25 structures with the same formula, charge and spin ... 164.7 kcal per mole
Calculated total energy ... -7700.7028 eV
Charge ... 0
2S+1 ... 1
Frontier orbital gap (alpha / beta) ... 9.5 / 9.2 eV

```
8
Properties=species:S:1:pos:R:3:forces:R:3:lowdin_charge:R:1
C 0.871 1.145 0.526 0.95 2.02 -0.48 -0.443
C 0.071 0.181 -0.164 0.78 -0.50 -3.11 -0.014
N 1.991 1.154 1.020 1.13 -1.42 1.12 0.290
O 0.764 2.609 0.329 -1.21 1.33 1.33 -0.125
O 0.454 3.144 -0.794 -0.15 -0.85 -0.82 0.010
H -0.732 -0.369 0.232 -0.48 -0.77 1.34 0.075
H -0.385 0.650 -1.033 -0.07 0.65 -0.05 0.089
H 0.867 -0.409 -0.679 -0.95 -0.47 0.66 0.118
```
Positions in Å, forces in eV/Å.

---

(6)
C2H3NO2 | the ωB97M-V functional and the def2-TZVPD basis

Values from the calculation:
Highest occupied orbital energy ... -9.32 eV
Energy above the lowest of the compared OMol25 structures with the same formula, charge and spin ... 58.8 kcal per mole
Calculated total energy ... -7705.2922 eV
Charge ... 0
2S+1 ... 1
Frontier orbital gap ... 10.0 eV

```
8
Properties=species:S:1:pos:R:3:forces:R:3:lowdin_charge:R:1
N 0.762 0.584 1.202 -0.07 0.01 -0.08 0.160
C 0.101 0.260 0.108 0.47 0.06 0.41 -0.245
O 0.549 -0.731 -0.605 -0.13 0.17 0.15 0.052
C -0.880 -0.481 -1.123 -0.68 -0.32 -0.34 -0.375
O -1.775 -1.237 -0.870 0.46 0.29 -0.09 0.048
H 1.592 0.071 1.481 -0.09 0.04 -0.02 0.120
H 0.438 1.341 1.783 0.05 -0.12 -0.10 0.108
H -0.788 0.194 -1.976 -0.01 -0.12 0.08 0.132
```
Positions in Å, forces in eV/Å.

---

(7)
C2H3NO2 | the ωB97M-V functional and the def2-TZVPD basis

Values from the calculation:
Highest occupied orbital energy (alpha / beta) ... -8.44 / -7.93 eV
Energy above the lowest of the compared OMol25 structures with the same formula, charge and spin ... 290.8 kcal per mole
Calculated total energy ... -7695.2328 eV
Charge ... 0
2S+1 ... 1
Frontier orbital gap (alpha / beta) ... 5.1 / 3.7 eV

```
8
Properties=species:S:1:pos:R:3:forces:R:3:lowdin_charge:R:1
C 0.408 -0.094 -0.646 -0.05 -1.59 1.33 -0.140
C -0.400 -0.401 0.545 0.52 2.18 -2.78 -0.241
N -0.579 0.850 -1.028 -1.14 3.88 -1.59 0.035
O -0.335 -1.301 -0.545 0.27 0.25 -0.21 0.038
O -1.228 0.761 0.239 0.43 -1.87 0.64 -0.007
H 2.731 -1.065 1.060 -0.49 0.21 -0.30 0.043
H -0.178 -0.653 1.496 0.05 -1.01 2.96 0.101
H -0.418 1.903 -1.121 0.41 -2.06 -0.06 0.171
```
Positions in Å, forces in eV/Å.

---

(8)
C2H3NO2 | the ωB97M-V functional and the def2-TZVPD basis

Values from the calculation:
Highest occupied orbital energy ... -9.58 eV
Energy above the lowest of the compared OMol25 structures with the same formula, charge and spin ... 176.8 kcal per mole
Calculated total energy ... -7700.1783 eV
Charge ... 0
2S+1 ... 1
Frontier orbital gap ... 8.6 eV

```
8
Properties=species:S:1:pos:R:3:forces:R:3:lowdin_charge:R:1
C 1.092 -0.851 0.593 2.62 -0.74 -0.12 0.139
C 0.248 -0.250 -0.316 -1.16 2.60 -3.22 -0.345
N -1.910 0.473 0.474 -0.14 1.62 1.48 -0.081
O -1.231 -0.417 -0.156 1.50 -2.28 -1.67 -0.107
O -1.222 1.290 1.004 -0.64 0.77 0.31 -0.014
H 2.169 -0.856 0.084 -1.97 0.22 0.97 0.064
H 0.505 0.900 -0.204 -0.19 -1.73 0.40 0.179
H 0.349 -0.290 -1.479 -0.02 -0.46 1.85 0.164
```
Positions in Å, forces in eV/Å.

---

(9)
C2H3NO2 | the ωB97M-V functional and the def2-TZVPD basis

Values from the calculation:
Highest occupied orbital energy ... -9.24 eV
Energy above the lowest of the compared OMol25 structures with the same formula, charge and spin ... 181.4 kcal per mole
Calculated total energy ... -7699.9756 eV
Charge ... 0
2S+1 ... 1
Frontier orbital gap ... 8.9 eV

```
8
Properties=species:S:1:pos:R:3:forces:R:3:lowdin_charge:R:1
C 1.540 0.345 -0.004 4.50 -2.78 0.12 -0.085
C 0.218 -0.018 0.002 -2.58 -0.04 -2.86 -0.036
N 2.568 1.011 0.084 0.40 1.80 0.04 0.048
O 3.003 -1.022 -0.077 -2.73 -0.33 -0.09 -0.146
O 3.608 0.233 0.025 0.70 1.54 0.17 -0.135
H 0.056 -0.821 -0.828 -0.18 1.81 1.30 0.158
H -0.169 -0.320 0.902 -0.31 -1.54 2.44 0.062
H -0.371 0.932 -0.040 0.21 -0.45 -1.14 0.134
```
Positions in Å, forces in eV/Å.

---

(10)
C2H3NO2 | the ωB97M-V functional and the def2-TZVPD basis

Values from the calculation:
Structure (SMILES) ... C=NOC=O
Highest occupied orbital energy ... -10.55 eV
Energy above the lowest of the compared OMol25 structures with the same formula, charge and spin ... 60.8 kcal per mole
Calculated total energy ... -7705.2046 eV
Charge ... 0
2S+1 ... 1
Frontier orbital gap ... 11.3 eV

```
8
Properties=species:S:1:pos:R:3:forces:R:3:lowdin_charge:R:1
C -1.634 -0.233 0.059 0.00 -0.07 0.73 -0.004
N -0.444 -0.563 -0.268 -1.35 0.61 0.02 0.020
O 0.390 0.567 -0.105 -2.14 1.43 -0.09 -0.057
C 1.653 0.268 -0.059 1.01 -3.50 0.23 -0.371
O 2.020 -0.875 0.075 0.81 1.13 -0.04 0.064
H -2.369 -1.078 -0.116 0.73 1.42 0.40 0.097
H -1.873 0.780 0.591 0.23 -1.96 -1.26 0.122
H 2.258 1.134 -0.179 0.70 0.94 0.01 0.129
```
Positions in Å, forces in eV/Å.

---

- Which formula does entry 10 have?
  C2H3NO2

---

- Which formula does entry 5 have?
  C2H3NO2